Entry 1:
Here is C4H9CuO3 as an isolated structure in a non-equilibrium geometry from the Open Molecules 2025 dataset. Energies are from wB97M-V/def2-TZVPD.

spin multiplicity = 3
⟨S²⟩ = 2.02
DFT total energy = -55066.5600 eV

Element x y z (Å)
Cu: -1.93586 -0.86812 0.56885
O: -0.56613 -1.60329 1.76966
O: -0.61483 -2.11212 -0.39110
O: -0.87755 0.67575 -0.10969
C: 1.39859 0.26311 -0.76758
C: 0.04610 0.55252 -1.16870
C: -0.78801 1.83862 0.70787
C: 0.09387 -2.10989 0.77282
H: 0.60604 -3.07331 0.95898
H: -1.23230 2.68719 0.16950
H: 1.77956 -0.49212 -1.46515
H: 1.17270 -0.96961 0.21324
H: -0.05308 1.45019 -1.79336
H: -0.15901 -1.07210 -1.32821
H: 2.07879 1.11941 -0.77365
H: -1.19410 1.58848 1.69443
H: 0.24523 2.12529 0.94210

Atoms 1-6, force components in eV/Å:
-1.3 0.1 0.4
0.4 -0.5 0.3
0.2 1.4 -4.1
-0.4 0.2 -0.4
0.7 -3.2 0.4
-0.4 0.8 1.2

***

Entry 2:
Here is a 12-piece molecular cluster, C86H196N12O16 overall in a non-equilibrium geometry from the Open Molecules 2025 dataset. Energies are from wB97M-V/def2-TZVPD.

relative energy (zero: lowest compared OMol25 entry of this formula, charge and spin) = 11.307 eV
DFT total energy = -142981.8203 eV

Element x y z (Å)
O: -7.37194 1.83395 -1.84207
O: 2.17096 3.25747 0.97667
O: -4.09194 -3.93109 -5.94120
O: -8.00558 -6.09796 -0.09911
O: -0.93147 -0.07264 2.24434
O: 1.00623 -0.41879 7.69131
O: -0.28463 2.66517 -5.37128
O: 4.41833 -2.30469 1.81263
O: 3.99046 3.37329 6.58536
O: 5.34027 -7.04193 -3.91917
O: 5.96614 0.46495 -4.29800
O: 0.89441 -1.40801 -1.31114
O: -3.55025 0.28778 5.11212
O: -0.47709 6.37196 5.50555
O: -4.13076 -3.33455 0.95793
O: -6.61245 3.56716 5.01083
N: -3.15663 -2.85141 -5.65830
N: 4.11151 -7.36578 -3.44750
N: 0.99793 3.16826 -5.62718
N: -6.81283 4.21454 3.81826
N: 1.69353 4.48868 4.74271
N: -1.46537 1.04881 7.23550
N: 0.98690 6.65100 0.40641
N: 4.57544 -2.40252 3.19768
N: 1.76829 -1.16323 1.37881
N: 6.23245 0.50213 -2.86255
N: -6.28593 -3.92555 -0.74206
N: -6.70312 1.41818 1.80838
C: -4.68154 -0.56504 4.84893
C: -1.20500 -0.36956 6.80162
C: 3.93752 3.54984 5.13995
C: 5.08178 4.05456 7.14173
C: 5.62457 -1.44568 3.70837
C: -5.62283 5.05657 3.43412
C: 5.82232 -1.62133 5.24619
C: 7.82220 -1.39941 -2.85452
C: -0.35572 4.68534 0.77781
C: 1.93158 -8.26978 -4.22461
C: 6.73972 -0.55983 -0.69533
C: -4.67568 -1.05280 -6.48107
C: 3.49872 -6.30037 -2.57802
C: 1.22749 -1.57593 -2.72975
C: -1.90043 -3.12847 -6.40172
C: 4.23999 -6.27674 -1.14965
C: 3.35582 -7.92266 -4.61089
C: -6.49009 1.83009 0.45335
C: 3.09202 2.43601 0.35769
C: 2.17146 4.56666 0.41212
C: -8.51895 5.78990 4.96549
C: 3.32890 -7.11545 -5.92840
C: 2.00786 -6.70593 -2.36110
C: -2.39901 1.86686 6.36885
C: -0.28196 -1.01811 7.78021
C: 6.98133 -1.58924 3.00095
C: -8.35206 5.59018 2.45405
C: 1.81124 -0.51810 6.49172
C: 6.83253 1.88316 -0.88549
C: -4.39645 -2.51689 -0.19317
C: 3.95616 3.57008 -5.67980
C: -5.91209 5.72862 2.08477
C: -4.39854 4.03218 3.24236
C: 5.77419 -4.74236 2.85069
C: 1.15484 -7.14163 -3.53100
C: 3.59803 -4.91829 -3.17808
C: -2.08253 -3.25657 -7.88719
C: -3.68959 1.18196 6.13433
C: -8.17001 4.84978 3.82290
C: -8.37001 -7.46927 -0.07815
C: -5.87408 -2.54218 -0.66963
C: -7.19550 6.54626 2.06498
C: 1.00587 5.34142 0.99271
C: -1.18463 -4.27964 -5.76504
C: 6.86484 1.76118 -2.46254
C: 0.34978 0.56735 2.54623
C: 3.94885 -9.34445 -4.93957
C: 5.29454 -1.66753 -2.48564
C: 5.18012 -0.00335 3.49816
C: -4.70699 -1.68237 -4.02705
C: -5.27620 6.13823 4.50599
C: -1.44800 5.67716 6.44256
C: 2.04725 1.18233 -7.03299
C: 4.67458 -3.88629 3.57251
C: 3.03335 4.25627 -4.62691
C: -1.58646 -0.45095 -6.11251
C: 6.04189 3.01834 -2.85674
C: 2.18241 2.17327 -3.57177
C: -0.96918 -1.85185 -6.10190
C: 1.75111 2.75635 -6.84854
C: 3.32908 -4.52884 3.25950
C: 0.98507 -2.61011 -0.52573
C: 1.48202 -0.47183 2.64153
C: -8.27723 2.93070 -1.77968
C: -5.00139 1.80684 0.00180
C: -9.16529 3.67474 3.69294
C: 1.75386 3.42153 -4.36873
C: -7.27831 1.08194 -0.59030
C: 2.55037 3.32180 4.50898
C: 8.33487 1.84159 -2.94286
C: 3.11826 3.49758 -6.95267
C: -7.67849 -3.99502 -1.13092
C: 0.34579 4.41560 4.23609
C: 1.01252 3.30281 -8.08329
C: -7.99584 -5.54078 -1.43701
C: 6.03555 -3.07121 5.68374
C: 0.78358 -2.19637 0.95265
C: 6.59206 -0.75556 -2.23003
C: 7.44481 0.66079 -0.21783
C: -3.76513 -1.52386 -5.30278
C: -2.82124 -3.29837 1.48649
C: -2.68656 -0.41153 -5.09235
C: 0.91902 4.28747 -3.42114
C: -2.00593 0.88294 2.20345
C: 4.91486 -4.00335 5.16218
C: -0.32826 5.74996 4.21047
H: -9.60251 5.79787 5.08346
H: 2.27003 -1.77955 -2.97420
H: -0.41928 3.62184 1.00807
H: -3.02004 0.62029 -5.20296
H: -8.50968 4.78604 1.73529
H: 3.50653 -6.16239 -0.35149
H: 1.50864 -5.83779 -1.93072
H: 3.45584 -9.86113 -5.76303
H: -1.86647 6.36189 7.18021
H: 4.92766 4.02938 8.22049
H: 3.01844 4.45148 -7.47054
H: -5.94394 4.99803 1.27647
H: 2.53398 1.32598 -4.16051
H: -4.63693 0.77958 0.00607
H: -7.66420 -8.13937 -0.56896
H: 7.48299 -0.62324 2.94355
H: -0.82967 0.20262 -5.67867
H: 5.01688 2.93560 -2.49535
H: 8.68106 2.86521 -2.79981
H: 5.14499 -5.70118 -0.95521
H: 2.72024 0.73316 -6.30264
H: -1.33563 5.51194 3.86893
H: 3.75515 2.94540 -7.64373
H: 8.52681 0.65852 -0.34963
H: 5.19675 -2.56755 -1.87859
H: 6.85498 0.46102 -4.66069
H: -4.30873 6.50943 4.16788
H: -5.57064 -1.64781 -6.66309
H: 1.07654 -3.08621 1.50985
H: 2.38802 2.42362 5.10481
H: -4.31870 2.17909 0.76566
H: 0.56097 1.27898 1.74805
H: -2.31582 5.29151 5.90753
H: -0.25221 -4.53417 -6.26893
H: 4.67027 2.99186 4.55699
H: -1.20728 -3.35399 -8.52949
H: -0.60431 1.57605 7.20868
H: 2.77264 5.25720 -4.97080
H: 4.39975 -1.08192 -2.27468
H: -2.13900 -0.93068 6.77185
H: 5.83620 -7.51623 -3.24782
H: -6.49870 -2.16553 0.14037
H: 5.62304 -4.77403 1.77168
H: 5.04303 -1.11878 5.81912
H: -0.30006 3.75238 4.81152
H: 4.34207 -6.97042 -6.30327
H: -9.31585 -7.52450 -0.61706
H: 2.42225 0.01012 2.90947
H: 1.36191 2.93856 -9.04938
H: 6.69786 -4.19900 3.04994
H: 7.78490 -1.52003 -3.93719
H: -7.29707 -6.09858 -2.06045
H: -3.74696 4.32218 2.41807
H: -5.27873 5.71350 5.50982
H: 0.35899 7.24857 0.92481
H: -3.80675 -2.74169 -1.08188
H: -2.82103 -2.42692 2.14122
H: -1.86414 1.55677 1.35851
H: -5.10335 6.39299 1.78042
H: 1.14582 0.57843 -6.92883
H: 3.54860 -1.90926 1.71892
H: 4.19574 0.17088 3.93261
H: 4.28569 2.57328 -5.38667
H: -5.14740 -0.74220 -3.69505
H: 1.16493 5.39510 2.06971
H: -10.19272 4.03713 3.72681
H: -9.05855 3.11060 4.61947
H: 2.47381 3.19168 3.42949
H: -4.44805 1.89690 5.81541
H: 2.71886 -7.55896 -6.71533
H: -4.26180 -4.12725 -5.01693
H: -2.95520 0.39314 1.98647
H: 5.00942 0.24575 2.45083
H: -1.85407 2.04682 5.44216
H: 7.92499 -2.37539 -2.38020
H: 2.87139 2.46779 -2.78016
H: -0.73339 -0.93550 8.76890
H: -6.32486 2.09438 2.45628
H: -7.80935 3.68663 -1.14901
H: -0.80925 3.42469 -5.63492
H: -7.70214 1.32668 1.92531
H: -5.61874 -2.25608 -4.19335
H: 3.25909 -4.72136 2.18892
H: 1.01118 4.39281 -8.08066
H: -0.88718 -4.07067 -4.73744
H: 5.91389 -5.75073 3.24026
H: -0.39300 -1.91887 -5.17907
H: -1.86800 -0.06633 -7.09277
H: 2.98334 -6.11795 -5.65693
H: -8.01789 5.50400 5.89031
H: 4.18605 4.58992 4.92883
H: 2.38989 0.89306 -8.02648
H: 4.98935 -9.37354 -5.26301
H: 7.57845 2.61654 -0.57912
H: 8.51880 1.64522 -3.99913
H: 5.86188 0.77176 3.84819
H: 6.74103 -1.06454 5.43071
H: 0.20196 -3.27373 -0.89238
H: 4.00095 -3.84050 5.73345
H: 3.06525 5.18191 0.51547
H: 1.59274 4.64512 5.73542
H: 3.22066 -4.21177 -2.43880
H: 0.17674 -7.54984 -3.27648
H: -2.65293 -4.13665 2.16256
H: 3.56687 4.37063 -3.68331
H: -1.98075 -3.12375 0.81480
H: 1.94748 -7.49794 -1.61466
H: 7.03182 -3.37110 5.35876
H: 6.11665 -3.18760 6.76446
H: 1.90482 -3.17329 -0.68379
H: -2.28868 -0.40077 -4.07762
H: 5.98516 3.04977 -3.94481
H: -8.55982 -7.84057 0.92893
H: 6.07747 3.62985 7.01401
H: 7.29543 -1.44235 -0.37839
H: 1.44528 -8.43874 -5.18538
H: -8.30178 -3.67874 -0.29451
H: -0.84285 -0.30195 5.77576
H: -4.21250 -2.29254 -3.27122
H: 3.27374 -5.48689 3.77639
H: 6.51719 3.92281 -2.47710
H: 0.94083 -0.64289 -3.21491
H: 1.89845 -1.58689 6.29634
H: -4.12989 0.71734 7.01657
H: -0.02088 3.85423 -3.07910
H: -6.92245 2.82421 0.56692
H: -7.16342 7.36722 2.78129
H: 1.43001 4.64697 -2.52797
H: 5.81827 2.06837 -0.53182
H: -7.35484 6.93833 1.06049
H: 4.56551 -4.67230 -3.61579
H: -6.19844 -4.37103 0.16015
H: 9.00582 1.19369 -2.37881
H: 5.27580 -4.99678 5.42846
H: -0.25346 -1.96960 1.20013
H: -1.05534 4.83799 7.01677
H: 3.91385 -10.13434 -4.18929
H: 2.87690 -4.97432 -3.99352
H: -5.93650 7.00514 4.48220
H: 7.27291 0.86173 0.83961
H: -8.04352 -3.46811 -2.01253
H: 8.74431 -0.88879 -2.57688
H: -4.34748 -1.00013 -7.51916
H: 1.28535 -0.04031 5.66514
H: 0.62267 6.62416 -0.53524
H: 5.03826 5.13037 6.97190
H: -5.58724 -0.06989 4.49874
H: -2.70758 2.79521 6.84953
H: -4.71203 3.03167 2.94438
H: 4.87844 4.13600 -5.81101
H: -9.13343 2.56011 -1.21605
H: -8.13800 6.77705 4.70378
H: -4.82175 2.36778 -0.91536
H: 7.72594 -2.27860 3.39899
H: -4.41678 -1.41713 4.22289
H: -5.19376 -0.11958 -6.26017
H: 1.92465 -9.16464 -3.60230
H: 5.23364 -2.04568 -3.50613
H: -0.31745 -1.75930 -6.97069
H: -0.04646 3.04919 -8.03469
H: -8.88674 3.04905 2.84498
H: -3.70236 3.93802 4.07576
H: 2.77115 2.28850 -0.67351
H: 0.64722 5.15106 -4.02813
H: -2.17619 1.49733 3.08756
H: -2.62429 -4.11388 -8.28672
H: 4.45588 -7.31915 -0.91536
H: -6.74264 4.35042 5.55042
H: 2.46364 -3.96553 3.60847
H: 0.65681 -2.39528 -3.16687
H: 6.87968 -1.81543 1.93953
H: 0.39402 1.01487 3.53914
H: -1.15288 5.28142 1.22201
H: -6.86135 0.09689 -0.79992
H: -4.14881 -1.46928 -0.02204
H: 0.24373 6.46680 3.62136
H: -1.74497 -5.21442 -5.78246
H: -9.26472 6.18539 2.48329
H: 2.85575 -0.21283 6.55446
H: -8.60866 3.41486 -2.69829
H: -2.61484 -2.37113 -8.23465
H: 1.76265 -0.54044 0.58370
H: 1.33715 1.82179 -2.98008
H: 5.74230 -0.58704 -0.25657
H: 1.95325 4.43776 -0.64801
H: -5.08775 -0.94872 5.78482
H: -0.61316 4.64632 -0.28064
H: -5.98427 -1.90735 -1.54880
H: 4.12593 2.77820 0.31285
H: 0.80579 -6.32880 -4.16783
H: 0.35578 4.04093 3.21255
H: 3.02444 1.38571 0.64129
H: -0.22816 -2.09407 7.61431
H: -9.00351 -5.58036 -1.85069
H: -8.23881 0.82000 -0.14652
H: 1.13250 -1.13647 3.43159

Atoms 1-6, force components in eV/Å:
0.0 -0.9 0.1
0.3 0.9 1.1
0.3 1.6 0.6
0.3 -0.6 -0.3
0.4 1.1 1.0
1.4 1.0 1.1